Here is a structure of composition C19H19ClFeN4O6S from OMol25. Energies are from the ωB97M-V functional and the def2-TZVPD basis.

Element x y z (Å)
Fe1 0.1949 -0.6628 -1.3991
O1 -0.3623 -3.3281 -3.9258
Cl1 -0.9778 -2.5487 -2.9250
O2 -2.3661 -2.6968 -2.8404
O3 -0.6331 -1.0883 -3.1527
O4 -0.3124 -2.7633 -1.6068
O5 -2.8194 -1.5894 1.0802
C1 -2.1615 -0.5978 0.9914
N1 -2.3029 0.5951 1.6470
C2 -1.2903 1.5987 1.3403
C3 -0.5462 0.8014 0.2951
O6 0.4241 1.1327 -0.4785
N2 -1.0245 -0.4195 0.1327
C4 -0.4017 1.9243 2.5449
C5 0.9487 2.2187 2.3939
C6 1.7162 2.5634 3.4976
C7 1.1434 2.6206 4.7580
C8 -0.2042 2.3301 4.9115
C9 -0.9717 1.9823 3.8117
C10 -1.8708 2.8692 0.7040
C11 -3.2421 3.0770 0.6540
C12 -3.7506 4.2487 0.1079
C13 -2.8939 5.2106 -0.3995
C14 -1.5215 5.0001 -0.3580
C15 -1.0110 3.8375 0.1930
H1 -2.9746 0.6746 2.3897
H2 1.4158 2.1786 1.4187
H3 2.7664 2.7885 3.3677
H4 1.7423 2.8911 5.6171
H5 -0.6638 2.3758 5.8897
H6 -2.0233 1.7736 3.9607
H7 -3.9268 2.3283 1.0275
H8 -4.8210 4.4024 0.0794
H9 -3.2910 6.1216 -0.8265
H10 -0.8454 5.7471 -0.7519
H11 0.0605 3.6929 0.2298
S1 2.4523 -1.0214 -1.1680
C16 2.5848 -2.6655 -1.7814
N3 2.6841 -3.6583 -0.9223
C17 2.8112 -5.0627 -1.3294
C18 2.1656 -5.2442 -2.6929
C19 2.7233 -4.2252 -3.6720
N4 2.6274 -2.8845 -3.0791
H12 2.6315 -3.4235 0.0562
H13 2.3185 -5.6719 -0.5752
H14 3.8683 -5.3336 -1.3519
H15 1.0861 -5.1184 -2.6093
H16 2.3620 -6.2491 -3.0611
H17 2.1493 -4.2169 -4.5955
H18 3.7674 -4.4332 -3.9114
H19 2.5658 -2.0821 -3.6859

Values from the calculation:
HOMO level (alpha / beta)   -11.588 / -11.587 eV
ΔE to the lowest compared entry with this formula, charge and spin   0.000 eV
Maximum force   0.488 eV/Å
Charge   +1
Multiplicity   6